{
  "formula": "C33H38BN3O5",
  "method": "wB97M-V/def2-TZVPD",
  "symbols": ["C", "H", "H", "H", "H", "O", "H", "C", "C", "H", "C", "O", "H", "C", "C", "C", "C", "H", "N", "H", "C", "H", "C", "H", "C", "C", "C", "H", "C", "H", "C", "H", "H", "C", "C", "H", "H", "H", "C", "C", "H", "C", "H", "C", "H", "H", "C", "H", "H", "C", "H", "H", "H", "N", "H", "C", "C", "H", "C", "C", "H", "H", "H", "O", "C", "N", "C", "C", "H", "O", "H", "B", "H", "C", "C", "H", "O", "C", "H", "H"],
  "coordinates": [[1.13706, -0.77318, -0.32149], [7.59502, 0.78426, 2.15767], [0.63309, -1.62783, 2.03497], [3.48421, 2.20364, 3.44997], [9.06135, -0.28364, 3.95123], [-0.29766, 3.69218, 1.40927], [-1.92398, -0.89695, 4.49893], [6.48662, 5.15560, 6.42048], [6.83872, 1.26743, 5.53640], [4.55646, -1.43480, 3.35278], [5.67789, 4.01480, 6.39923], [-1.53468, 1.01538, 3.79178], [0.97006, -1.67863, 5.80540], [5.50176, -1.33102, 3.88268], [5.47216, 1.80513, 5.12643], [6.88948, 5.70170, 7.64020], [3.54256, -0.86876, -0.29969], [0.01666, -2.72953, 4.71032], [7.17335, 0.30264, 4.62134], [1.22932, 0.79395, 5.28650], [-1.26975, 4.60782, 1.05748], [1.73806, 1.38291, 1.57820], [5.40300, 3.32459, 5.07984], [4.49700, 2.62626, 7.56414], [2.26226, -4.00674, -1.80952], [6.43306, 5.13160, 8.84042], [4.11211, 1.37224, 3.12871], [-3.46748, 4.55167, 0.99926], [6.82951, 0.00262, 2.22600], [-0.20280, 6.44018, 1.31316], [5.54623, 4.04207, 8.82274], [-1.08832, -1.59073, 2.51244], [4.40127, 3.58417, 4.71094], [3.52073, -2.09351, -0.94216], [2.47934, 0.63607, 1.34388], [-1.84661, 6.53939, 0.65995], [4.33539, -0.26329, 1.84192], [-1.03682, 0.18300, 5.62475], [8.37404, -0.48464, 4.78681], [1.20519, 0.49121, 4.21565], [6.11702, 0.13585, 1.41476], [5.17163, 3.48647, 7.59410], [5.32065, -1.46849, 4.95488], [-2.52101, 4.05110, 1.19435], [4.48988, -0.34826, -0.15339], [-3.06939, 2.02444, 1.94998], [1.09871, -1.96291, -1.03554], [4.74600, 1.42098, 5.86785], [8.12538, -1.55430, 4.79002], [0.74524, -1.91079, 4.75137], [4.45186, -2.61357, -1.18687], [6.74860, 5.55161, 9.79872], [6.15501, -2.12951, 3.52170], [5.26197, 1.17070, 3.81021], [7.30153, -0.97351, 2.08624], [-1.14491, -0.11480, 4.56546], [-0.92410, 5.95744, 0.65425], [1.67721, -2.25469, 4.26774], [2.28747, -2.68206, -1.25430], [3.67655, 0.56462, 2.08357], [6.81150, 5.59023, 5.47415], [-0.54963, 5.96664, -0.37151], [6.13879, 3.64377, 4.32744], [0.82281, 1.63116, 3.46281], [6.16741, 0.01536, 3.60309], [2.28395, -5.08125, -2.27653], [0.19927, -0.69049, 4.03625], [-0.94333, 2.54960, 1.83594], [7.55304, 6.57294, 7.65144], [7.53783, 1.61356, 6.48697], [2.24675, 0.20652, 3.95725], [-0.44247, 1.30055, 2.79106], [8.82826, -0.19682, 5.74070], [-0.13726, -1.01079, 2.53357], [2.35442, -0.29230, 0.23358], [5.15156, 3.61839, 9.75262], [-0.35501, 0.19251, 1.83352], [-2.31229, 2.74166, 1.67772], [0.14498, -2.35015, -1.40260], [0.21845, -0.22479, -0.13074]],
  "atomic_forces_ev_per_a": [[0.2, 0.4, 0.3], [-0.2, -0.1, 0.0], [0.0, 0.1, 0.2], [0.1, -0.2, 0.1], [0.0, -0.1, 0.4], [-0.6, 0.4, 0.3], [0.2, 0.1, 0.1], [0.0, -0.3, 0.3], [1.1, 0.0, 0.5], [0.0, -0.1, 0.1], [0.0, -0.2, 0.2], [1.2, -0.7, -0.1], [-0.1, -0.2, -0.3], [-0.3, -0.2, 0.2], [0.2, 0.0, 0.7], [-0.3, -0.2, 0.2], [-0.2, -0.1, 0.6], [0.2, 0.0, 0.1], [-0.1, 0.5, 0.6], [-0.1, -0.4, -0.3], [-1.2, -1.5, 0.6], [-0.2, 0.0, 0.1], [-0.1, 0.2, -0.5], [0.2, 0.3, 0.1], [0.1, -2.3, -1.2], [-0.2, 0.0, -0.2], [0.9, 0.1, 1.0], [0.3, -0.1, 0.0], [0.3, 0.2, -0.1], [0.1, 0.0, 0.0], [0.1, 0.2, -0.4], [0.5, 0.0, 0.2], [0.2, 0.2, 0.0], [0.1, 0.0, -0.2], [2.0, 0.7, 0.0], [0.1, 0.1, 0.0], [-0.4, 0.2, 0.0], [0.0, -0.1, -0.1], [0.1, -0.2, -0.4], [-0.1, 0.3, 0.2], [0.1, 0.0, 0.1], [0.3, 0.3, 0.1], [0.0, 0.1, -0.2], [1.0, 0.7, -0.2], [-0.2, -0.4, 0.0], [0.1, 0.0, 0.1], [0.3, -0.1, -0.2], [0.1, 0.0, -0.5], [0.1, 0.2, 0.1], [-0.2, 0.0, 0.2], [-0.4, 0.3, -0.1], [-0.1, -0.1, -0.3], [-0.1, 0.1, 0.2], [-2.2, 0.1, -0.6], [0.1, 0.2, 0.0], [-0.1, 0.0, 0.1], [0.3, 0.7, -0.6], [-0.3, 0.1, 0.2], [-0.2, 0.4, 0.2], [-0.8, -0.8, -1.5], [0.1, -0.1, 0.3], [0.2, 0.2, 0.0], [-0.2, 0.1, 0.2], [0.5, -1.0, 0.2], [0.6, -0.1, 0.1], [-0.1, 2.4, 1.1], [-0.1, 0.5, -0.4], [-2.1, -0.1, 0.7], [-0.3, -0.4, 0.1], [-1.2, -0.5, -1.3], [-0.5, -0.3, 0.2], [-1.5, 2.1, -1.2], [-0.1, -0.1, -0.3], [-0.2, 0.1, 0.6], [0.2, -0.9, -1.1], [0.2, 0.2, -0.4], [0.9, -0.9, 0.5], [1.2, -0.4, 0.0], [0.4, 0.1, 0.2], [0.1, -0.2, 0.3]],
  "max_force_ev_per_a": 2.87,
  "energy_ha": -1845.577767,
  "total_charge": 0,
  "relative_energy_kcal_mol": 0.00,
  "homo_lumo_gap_ev": 3.9195
}